Record 1
C4H7NOS2 in the gas phase. Source: the Open Molecules 2025 dataset; level of theory: ωB97M-V/def2-TZVPD.

XYZ file:
```
15
Properties=species:S:1:pos:R:3
C 0.52 -1.31 0.29
C -0.18 0.95 0.00
C 0.71 1.19 1.17
C -0.68 -0.72 -1.84
N 0.09 -0.38 -0.54
O -0.78 -0.47 2.52
S 1.15 -2.76 0.04
S 0.63 -0.40 2.14
H -1.31 0.94 0.25
H -0.04 1.65 -0.72
H 1.76 1.43 0.88
H 0.50 2.12 1.76
H 0.03 -0.46 -2.56
H -0.93 -1.71 -1.65
H -1.48 -0.06 -1.75
```

The calculation puts the LUMO energy at 0.4 eV. As for the charge: 0. Its energy above the lowest of the compared OMol25 structures with the same formula, charge and spin is 241.5 kJ/mol. The calculation puts the total energy at -1082.902858 a.u. The calculation puts the HOMO energy at -8.2 eV.


Record 2
C5H11N in the gas phase. Source: the Open Molecules 2025 dataset; level of theory: ωB97M-V/def2-TZVPD.

XYZ file:
```
17
Properties=species:S:1:pos:R:3
C 2.46 -0.17 1.90
C 1.15 -0.41 1.37
C 0.64 0.25 0.26
N -0.65 0.20 -0.03
C -1.15 0.59 -1.28
C -2.02 -0.49 -1.83
H 3.15 -1.05 1.84
H 2.87 0.59 1.26
H 2.30 0.25 3.00
H 0.34 -0.63 2.18
H 1.29 0.84 -0.38
H -1.23 -0.34 0.51
H -0.59 1.13 -2.07
H -1.76 1.46 -0.97
H -2.77 -0.04 -2.39
H -2.53 -0.88 -0.94
H -1.51 -1.32 -2.42
```

The calculation puts the LUMO energy at 1.1 eV. As for the charge: 0. Its SMILES is C/C=C/NCC. Its energy above the lowest of the compared OMol25 structures with the same formula, charge and spin is 229.9 kJ/mol. The calculation puts the total energy at -251.774956 a.u. The calculation puts the HOMO energy at -7.0 eV.


> Which formula does entry 1 have?

C4H7NOS2


> Among the records above, which one has the lowest HOMO energy?

C4H7NOS2